# 1
10
Properties=species:S:1:pos:R:3:forces:R:3:lowdin_charge:R:1 method="wB97M-V/def2-TZVPD" de_lowest_kcal_mol=39.96 energy_ev=-12698.532 lumo_ev=-0.6 fmax_ev_per_a=5.72 total_charge=0
N 0.430 -0.207 0.500 3.4 -0.2 -4.6 -0.03
H -0.731 2.665 0.251 1.0 -1.3 0.6 0.12
H 1.155 0.117 -1.767 -1.2 0.8 -0.2 0.03
N 1.217 -0.635 -1.117 -0.1 -0.2 4.6 0.18
O -0.832 -2.006 0.395 0.3 0.1 -0.1 0.09
H 0.795 -1.509 -1.321 -0.8 -0.5 -0.5 0.01
O -0.441 1.807 -0.160 -1.0 0.1 -1.5 -0.02
N -0.715 -0.908 0.884 -1.5 -0.1 -0.2 -0.41
O 0.553 1.065 0.635 -0.5 1.2 1.9 -0.08
O -1.432 -0.390 1.700 0.3 0.2 0.0 0.12

# 2
53
Properties=species:S:1:pos:R:3:forces:R:3:lowdin_charge:R:1 method="wB97M-V/def2-TZVPD" energy_ev=-32028.237 lumo_ev=2.0 fmax_ev_per_a=2.60 total_charge=-1
H 1.841 -1.650 -2.876 0.2 0.1 -0.2 0.12
O 1.309 0.415 -0.440 1.0 -2.4 0.1 0.04
C -3.155 1.028 -0.298 0.0 -0.2 -0.3 -0.28
H 0.053 -2.414 3.434 -0.2 0.5 0.1 0.08
H -0.473 1.725 -4.964 0.4 0.1 0.3 0.10
C 2.005 0.468 -3.000 0.1 0.4 -0.5 -0.24
C 1.954 2.878 -2.821 0.1 -0.6 -0.2 -0.08
C -0.376 -1.457 3.116 0.1 0.2 0.2 -0.18
C -4.383 0.412 -0.660 0.4 -0.1 -0.3 -0.27
H -2.383 -1.426 4.123 0.1 0.0 -0.4 0.08
H 3.556 -0.799 3.534 -0.1 0.0 0.0 0.07
H -3.029 1.768 0.486 0.0 -0.2 -0.1 0.08
H 0.482 3.862 -4.049 0.0 -0.1 0.1 0.09
H -2.242 -0.748 -2.978 -0.2 0.0 0.3 0.07
H 3.363 -1.466 1.194 -0.1 0.0 -0.2 0.11
C -2.746 -0.318 -2.112 -0.1 0.2 0.3 -0.27
H 2.139 -0.207 4.427 0.0 -0.3 -0.3 0.09
N -4.483 -3.435 1.640 -1.9 0.7 0.6 -0.26
H 3.486 -1.816 -0.989 -0.2 0.2 0.0 0.13
C 2.459 -0.845 3.589 0.3 -0.2 0.0 -0.07
C -5.477 -2.807 1.951 1.2 -0.8 -0.4 -0.68
H 1.759 -2.194 1.075 0.1 0.4 0.1 0.13
C 0.909 2.907 -3.758 -0.2 -0.2 0.2 -0.09
C 0.946 0.498 -3.906 0.3 0.1 0.3 -0.05
C -1.820 0.294 2.782 0.1 -0.5 0.1 -0.26
Ba -2.818 -1.826 0.651 1.1 1.3 0.0 1.82
C -4.127 -0.415 -1.793 -0.1 0.1 0.2 -0.28
C 1.833 -0.336 2.279 -0.4 -0.4 -0.3 -0.49
H 3.519 -1.052 -3.194 -0.4 -0.1 -0.2 0.12
H -0.411 1.456 1.469 -0.1 -0.3 0.5 0.10
H 2.316 3.788 -2.341 -0.1 -0.2 -0.3 0.10
C 2.306 1.124 2.115 0.0 -0.1 -0.3 -0.05
H 2.176 -1.882 3.814 0.0 0.3 -0.1 0.07
H -1.103 0.894 -1.189 -0.3 -0.2 0.1 0.07
H -4.884 -0.945 -2.371 0.2 0.0 0.2 0.07
C 2.582 -0.871 -2.650 0.5 -0.2 0.8 -0.13
C 0.383 1.719 -4.280 0.2 0.1 0.0 -0.08
H 3.360 1.619 -1.762 -0.3 0.0 -0.1 0.12
C -2.143 0.568 -1.178 -0.3 0.1 -0.1 -0.26
N 2.955 -0.986 -1.224 -0.5 0.0 -0.7 0.05
C 2.087 -0.536 -0.258 -0.7 1.4 0.3 -0.43
O -6.438 -2.153 2.239 0.1 -0.3 0.0 -0.01
C -1.671 -0.968 3.432 -0.1 0.2 -0.4 -0.29
C -0.609 0.583 2.101 0.0 0.1 0.5 -0.13
H 0.576 -0.467 -4.281 -0.1 0.6 0.1 0.11
H -5.348 0.590 -0.185 0.3 -0.1 -0.2 0.08
C 2.527 1.656 -2.465 -0.3 0.2 -0.6 -0.05
H 1.914 1.565 1.202 0.0 0.1 0.2 0.06
H 1.976 1.745 2.955 0.1 -0.3 0.0 0.09
H -2.674 0.960 2.886 0.1 -0.2 -0.2 0.08
C 0.326 -0.434 2.406 -0.9 0.1 -0.2 -0.27
C 2.293 -1.225 1.079 0.3 0.4 0.6 -0.05
H 3.400 1.156 2.044 0.0 0.0 0.1 0.08

# 3
44
Properties=species:S:1:pos:R:3:forces:R:3:lowdin_charge:R:1 method="wB97M-V/def2-TZVPD" energy_ev=-26629.455 lumo_ev=-0.6 fmax_ev_per_a=6.23 total_charge=0
N -0.920 -0.102 0.986 2.8 -2.0 -0.2 0.13
C -0.575 0.203 2.413 0.3 0.4 0.8 -0.19
C 1.834 -1.593 -1.119 3.5 -3.2 -2.4 -0.15
C 4.147 -2.831 -1.142 -0.1 0.4 0.7 -0.14
H 0.765 -2.169 -3.091 1.5 -0.2 0.8 0.11
H -1.916 3.715 -1.850 0.1 -0.1 0.0 0.06
O -1.280 1.856 4.346 0.0 -0.3 -2.2 -0.05
H 0.667 0.209 -1.021 -0.6 0.3 -0.7 0.12
C -0.382 -1.123 3.292 -0.2 0.1 0.5 -0.10
H 3.436 -1.437 0.547 -0.3 -0.8 -1.5 0.11
C 2.844 -3.155 -2.969 -0.6 0.2 -0.2 -0.13
H -1.334 -3.016 2.435 1.4 1.1 -0.2 0.13
H -0.304 3.114 -3.675 0.5 0.0 0.2 0.11
H 0.559 -1.002 3.941 -1.4 -0.2 -1.1 0.13
O -0.352 1.593 -2.201 1.7 -1.0 1.8 -0.34
H -1.800 1.898 -5.137 0.0 -0.1 -0.1 0.06
H -0.924 0.765 0.421 0.0 -0.5 -0.1 0.14
H -0.427 0.853 -4.755 0.0 0.1 0.2 0.06
H -0.154 -3.050 0.461 0.7 0.3 0.2 0.15
H 0.374 -3.187 3.044 -1.0 1.0 -1.0 0.13
C 1.708 -2.298 -2.469 1.7 0.4 2.2 0.02
N 0.278 -2.354 1.089 -1.5 2.7 -0.3 0.06
O -3.075 1.182 2.813 2.2 0.1 1.2 0.14
C -0.315 -2.479 2.454 -0.3 -0.9 1.6 -0.17
N 4.085 -3.499 -2.387 -4.4 3.7 2.4 0.04
H -1.251 -1.170 4.043 1.3 -0.3 -1.2 0.13
C 3.177 -1.903 -0.457 -1.5 -0.6 -2.3 0.00
N 0.798 -0.713 -0.566 0.6 -1.3 0.4 0.17
B -1.701 1.109 3.180 -1.1 0.9 0.7 -0.50
C -0.386 2.932 3.938 0.7 0.8 -0.2 -0.09
H -2.887 2.286 -2.246 0.2 -0.1 0.0 0.06
H -1.997 0.577 -3.981 0.1 0.1 0.2 0.06
H 0.711 2.592 3.910 -1.6 0.5 0.3 0.10
H 2.685 -3.617 -4.010 0.2 0.8 1.8 0.11
C 0.064 -1.047 0.484 -0.8 0.4 0.1 -0.21
H -0.524 3.807 4.670 0.3 -1.4 -1.1 0.11
C -2.163 3.004 -2.647 -0.3 0.6 -0.5 -0.11
C -0.899 2.316 -3.194 -1.6 -1.0 0.1 -0.70
H 5.116 -3.041 -0.559 -1.6 0.4 -0.9 0.11
H -3.534 1.780 3.452 0.5 -0.6 -0.7 0.13
H 0.436 0.761 2.444 -1.5 -0.7 -0.1 0.15
H -0.617 3.315 2.876 0.2 -0.5 1.5 0.11
H -2.669 3.569 -3.442 -0.1 0.1 0.1 0.06
C -1.303 1.351 -4.324 -0.2 0.4 -0.7 -0.11

# 4
15
Properties=species:S:1:pos:R:3:forces:R:3:lowdin_charge:R:1 method="wB97M-V/def2-TZVPD" de_lowest_kcal_mol=79.18 energy_ev=-23320.647 lumo_ev=1.0 fmax_ev_per_a=4.47 total_charge=0
H -1.266 -1.734 -0.464 0.7 1.1 0.2 0.08
H -1.930 -0.197 -0.480 -1.4 1.7 -0.6 0.02
H 2.318 -0.188 0.809 -1.9 -0.1 -0.1 0.05
P -0.325 -0.397 1.401 1.7 0.0 -1.6 0.68
H -0.917 1.184 3.166 -0.2 -0.3 -0.8 0.00
C 0.724 0.844 -2.358 0.0 -0.7 0.8 -0.32
N 1.309 -0.378 0.568 -1.7 0.4 -1.1 -0.37
H 1.618 0.766 -2.970 -0.2 0.2 0.0 -0.02
P 0.598 -0.293 -1.155 0.1 1.3 2.2 0.71
H 1.092 -1.458 -1.546 0.6 -1.6 -1.0 -0.02
C -1.129 0.848 2.134 0.4 -2.7 3.4 -0.31
H -0.332 -1.634 1.978 0.0 -0.6 0.7 -0.01
H -0.989 1.490 1.380 -0.2 3.6 -2.6 -0.08
H 0.238 1.784 -2.154 0.1 0.3 -0.3 -0.03
C -1.008 -0.635 -0.309 2.1 -2.6 0.8 -0.39

# 5
17
Properties=species:S:1:pos:R:3:forces:R:3:lowdin_charge:R:1 method="wB97M-V/def2-TZVPD" de_lowest_kcal_mol=89.52 energy_ev=-7417.153 lumo_ev=1.0 fmax_ev_per_a=4.11 total_charge=0
C 1.074 -0.551 -0.292 -3.7 0.4 1.1 -0.14
C 0.843 0.359 -1.416 0.2 0.0 -0.1 -0.16
C -1.758 -0.909 1.277 -0.5 -0.1 0.4 -0.02
H -0.486 1.541 -2.544 0.1 0.1 -0.1 0.10
H 2.885 -0.204 0.809 0.1 0.0 0.0 0.07
C 1.804 -0.066 0.918 0.2 -0.1 -0.1 -0.12
H -2.312 0.085 -1.550 -0.1 0.1 0.1 0.12
H 1.611 0.991 1.084 0.0 0.0 0.0 0.08
C -0.344 0.876 -1.703 -0.2 0.1 0.0 -0.11
H 1.144 -1.606 -0.516 0.1 -0.1 -0.1 0.10
H -2.013 1.500 -0.529 -0.1 0.0 -0.1 0.12
H 1.489 -0.623 1.799 0.0 0.0 0.1 0.07
C -1.261 -0.317 0.234 4.0 -0.6 -0.8 -0.09
H -2.802 -0.819 1.569 -0.1 0.1 -0.1 0.06
H 1.698 0.630 -2.027 0.0 0.1 -0.2 0.10
C -1.576 0.561 -0.889 -0.2 0.2 -0.2 -0.21
H -1.156 -1.522 1.930 0.2 -0.1 0.0 0.05

# 6
10
Properties=species:S:1:pos:R:3:forces:R:3:lowdin_charge:R:1 method="wB97M-V/def2-TZVPD" de_lowest_kcal_mol=116.97 energy_ev=-26963.610 lumo_ev=0.4 fmax_ev_per_a=2.77 total_charge=0
O 2.478 -0.099 0.136 0.5 -1.3 -0.7 -0.40
S 1.263 0.628 0.276 -0.4 0.7 2.2 0.93
O -1.175 -0.561 0.514 0.1 0.7 0.2 -0.41
O 0.104 -0.457 1.095 1.9 0.1 -0.2 -0.36
H -2.747 0.124 -1.044 0.0 -0.6 -0.3 -0.04
H -0.585 0.016 -2.090 -0.4 -0.7 0.8 -0.05
H -1.705 -2.058 -1.500 -0.2 -1.5 -0.4 -0.09
H 2.276 1.514 2.202 0.5 -1.0 -0.1 0.08
Si -1.522 -0.727 -1.109 0.1 2.7 -0.5 0.60
O 1.613 1.618 1.520 -2.1 0.9 -1.0 -0.28

# 7
22
Properties=species:S:1:pos:R:3:forces:R:3:lowdin_charge:R:1 method="wB97M-V/def2-TZVPD" de_lowest_kcal_mol=116.93 energy_ev=-10435.957 lumo_ev=0.4 fmax_ev_per_a=0.67 total_charge=0
H 1.286 -0.716 -1.384 0.0 0.1 0.0 0.08
H -2.941 -0.504 -1.006 0.0 0.0 0.0 0.10
H -1.306 1.800 1.371 0.0 0.0 0.0 0.09
C -2.031 1.114 0.934 0.1 -0.1 -0.1 -0.04
H 0.244 -1.481 0.598 0.0 0.0 -0.1 0.12
H 3.531 0.131 1.231 0.0 0.0 -0.1 0.05
H -1.553 -1.603 -1.025 0.0 0.0 0.0 0.09
H 4.152 -0.227 -0.384 -0.1 0.0 0.0 0.05
C 0.029 0.412 -0.477 -0.1 -0.1 0.1 -0.33
H 0.503 0.420 -2.444 0.0 0.0 0.1 0.09
H 2.875 0.977 -0.179 0.0 -0.1 0.0 0.05
H 0.161 1.487 -0.371 0.0 0.0 0.0 0.15
H -2.651 -1.582 0.387 0.0 0.0 0.0 0.10
C 0.189 -0.413 0.710 -0.6 0.2 -0.2 0.03
N 0.397 -0.208 -1.660 -0.1 0.0 0.0 0.09
C -2.174 -0.977 -0.387 0.1 0.1 0.0 -0.04
H -2.639 0.694 1.738 0.0 0.0 0.0 0.10
N -1.335 0.046 0.228 0.6 -0.1 0.0 -0.24
C 3.217 -0.030 0.178 0.0 0.0 0.0 -0.35
H -2.677 1.670 0.247 0.0 0.0 0.0 0.10
H 0.446 0.012 1.667 0.0 0.0 0.0 0.13
O 2.276 -1.022 0.031 0.0 0.1 0.0 -0.41

# 8
119
Properties=species:S:1:pos:R:3:forces:R:3:lowdin_charge:R:1 method="wB97M-V/def2-TZVPD" de_lowest_kcal_mol=180.00 energy_ev=-55037.330 lumo_ev=0.4 smiles=COC[C@H](C)N.COC[C@H](C)N.COC[C@H](C)N.COC[C@H](C)N.COC[C@H](C)N.COC[C@H](C)N.COC[C@H](C)N fmax_ev_per_a=5.88 total_charge=0
C -6.448 -28.844 12.522 -0.2 0.3 1.4 -0.05
N -3.866 -30.652 15.670 -1.4 -1.5 0.6 0.03
H -8.724 -28.075 15.766 1.2 2.1 0.6 0.06
H -7.359 -31.881 12.461 0.7 0.2 -0.5 0.10
H -11.206 -28.534 19.050 -0.2 -0.6 1.8 0.06
H -3.430 -29.316 13.629 -0.2 2.4 -0.4 0.09
H -8.051 -29.372 11.321 -1.3 -1.7 0.3 0.10
C -10.837 -28.059 18.198 -2.3 0.2 -2.9 -0.02
H -5.587 -34.249 10.833 1.9 -1.6 -0.9 0.09
C -9.292 -32.583 12.240 0.5 -0.8 -3.0 -0.41
O -10.013 -25.998 16.318 0.4 0.9 -0.8 -0.15
C -2.834 -30.957 14.702 -2.2 -0.7 0.6 -0.40
N -10.072 -31.340 12.308 -0.2 -1.9 -0.5 0.09
H -9.973 -30.783 11.485 -0.2 0.0 -1.2 0.06
H -3.980 -29.696 15.893 0.7 1.0 0.1 0.00
O -7.172 -33.545 11.219 -5.2 0.2 2.8 -0.16
H -5.239 -29.904 17.229 0.5 0.0 0.1 0.04
H -11.771 -25.042 16.911 0.5 0.4 -0.5 0.14
H -7.411 -26.522 21.357 -0.6 -0.6 1.1 0.10
H -9.203 -24.529 15.141 0.3 0.4 0.3 0.10
H -13.703 -25.784 21.141 -0.2 0.8 0.5 0.06
C -7.242 -31.957 15.693 -0.5 0.2 -1.9 -0.37
H -4.130 -27.096 17.839 -1.0 -0.9 -0.8 0.16
N -6.745 -30.654 15.256 -1.0 1.5 1.2 0.06
H -12.382 -23.900 22.239 -0.9 1.2 0.2 0.06
H -6.466 -29.892 18.241 0.7 1.1 -0.3 0.05
H -4.745 -30.783 15.140 0.3 -0.3 1.0 0.03
C -9.975 -25.282 15.120 0.4 0.6 -1.1 -0.09
C -8.393 -30.764 18.987 1.3 1.0 0.7 -0.09
C -8.302 -27.091 21.772 1.6 2.4 0.4 -0.09
H -11.960 -26.543 16.109 -0.6 -1.1 -0.6 0.13
H -7.498 -31.223 19.594 -1.9 0.8 -0.8 0.14
C -6.281 -32.942 15.067 -0.3 -1.0 2.0 -0.05
O -9.320 -26.069 21.866 0.1 -1.7 -1.1 -0.17
C -7.835 -28.575 11.979 0.8 2.1 0.3 -0.41
C -6.959 -27.323 18.328 1.8 0.8 -0.2 -0.01
H -6.859 -30.192 16.145 0.9 1.0 0.3 0.02
H -10.687 -27.357 20.895 0.7 -0.7 -0.8 0.09
H -8.514 -29.663 19.224 0.3 -1.3 0.1 0.07
H -2.402 -27.902 14.851 -0.2 0.1 -0.5 0.08
H -8.111 -32.832 17.376 -1.4 -2.1 1.0 0.11
H -9.811 -28.186 18.046 1.6 -0.2 -0.1 0.03
H -5.227 -26.409 16.605 0.3 0.7 -0.1 0.12
H -6.052 -32.710 14.054 0.1 0.3 -0.7 0.05
H -6.258 -26.515 18.703 -0.9 -0.7 -0.1 0.10
C -8.838 -28.101 13.083 0.2 -0.9 0.7 -0.13
C -11.301 -26.031 16.774 1.3 1.3 1.5 -0.27
H -2.593 -30.641 10.314 -0.9 0.3 0.6 0.11
H -7.800 -26.815 17.886 -0.5 0.1 -0.1 0.06
H -10.838 -24.254 22.921 1.0 0.3 0.2 0.06
H -4.276 -30.703 11.062 -0.6 -0.5 -0.6 0.06
C -2.666 -32.483 14.748 0.7 -0.7 -1.2 -0.06
N -12.579 -26.449 18.577 -2.7 0.4 -0.8 0.02
H -3.508 -32.838 14.141 0.1 -0.5 0.2 0.05
H -9.819 -33.722 10.389 -0.3 1.2 -1.5 0.05
H -10.887 -27.238 22.588 -0.1 0.2 0.2 0.14
H -2.863 -26.368 15.743 -0.3 -0.1 -0.8 0.10
H -6.273 -28.441 13.531 -0.1 -0.3 -0.2 0.09
O -4.196 -27.977 15.901 1.8 0.4 -0.3 -0.22
C -11.268 -26.588 18.141 2.7 -2.2 1.3 -0.46
H -6.153 -33.052 9.646 0.7 0.5 -1.2 0.10
H -12.764 -26.658 20.241 -0.8 -0.5 1.7 0.02
C -7.469 -32.045 17.232 0.7 2.6 -3.1 -0.12
H -12.224 -25.200 23.424 0.0 0.0 -0.1 0.09
C -6.096 -28.113 17.292 0.0 0.7 1.4 -0.45
H -2.768 -32.956 15.782 0.4 1.0 -1.3 0.09
H -9.404 -29.581 15.914 0.1 -0.7 0.6 0.08
H -8.117 -27.479 22.802 0.1 -0.1 -0.9 0.10
H -11.503 -25.084 20.526 1.3 1.5 -2.0 0.09
N -7.702 -27.460 11.070 -0.1 1.5 -0.7 0.02
N -12.883 -26.355 21.250 0.5 -1.2 -1.5 0.02
N -5.697 -29.296 17.894 0.7 -3.6 2.3 0.05
H -6.289 -29.879 12.502 0.1 -1.7 0.7 0.02
H -10.610 -26.116 18.918 -0.2 0.4 -1.3 0.16
C -3.465 -30.334 13.449 2.4 -4.0 0.2 -0.22
H -7.559 -30.191 14.838 0.7 -0.2 -0.7 0.05
H -9.711 -25.926 14.310 0.1 -0.6 -0.6 0.05
H -8.383 -27.310 13.695 0.5 0.1 -0.7 0.11
H -8.189 -31.952 15.120 -0.2 -1.2 0.8 0.13
H -5.367 -33.024 15.656 0.1 0.3 -0.1 0.07
H -11.388 -28.599 17.357 0.7 0.5 0.8 0.11
H -12.613 -25.440 18.729 -1.1 -0.1 0.0 0.10
H -9.519 -30.835 12.915 0.8 1.9 2.3 -0.01
H -1.948 -30.479 14.966 1.7 1.0 0.3 0.11
C -10.598 -26.662 21.704 -0.2 0.7 0.1 -0.23
H -5.615 -28.518 11.941 0.2 1.0 -1.0 0.06
O -8.078 -30.798 17.606 -0.2 -1.1 0.2 -0.27
C -11.753 -24.675 22.590 -0.5 -0.6 -0.3 -0.05
C -2.865 -27.469 15.718 -0.6 0.8 0.6 -0.07
H -11.006 -33.891 11.757 1.3 0.8 -0.7 0.10
H -6.493 -32.128 17.648 0.7 -0.3 1.0 0.12
H -1.724 -32.827 14.183 -1.3 0.4 1.0 0.10
C -4.827 -27.357 16.970 -0.8 2.0 0.2 -0.23
H -5.412 -32.655 11.220 1.3 2.0 0.9 0.06
H -9.485 -34.698 11.577 0.1 1.3 0.8 0.10
C -5.997 -33.305 10.668 1.0 -0.9 -1.2 -0.15
C -11.633 -25.608 21.402 -1.2 -1.1 3.8 -0.46
H -2.204 -27.660 16.546 0.1 -0.8 0.8 0.09
H -3.400 -29.267 11.149 0.3 1.7 0.1 0.06
H -9.240 -33.007 13.197 0.4 -0.1 1.7 0.11
H -10.415 -28.456 15.279 -1.6 1.4 0.0 0.08
H -10.914 -24.798 14.803 0.1 -0.1 0.6 0.11
H -6.542 -28.426 16.367 -0.9 1.1 -1.0 0.11
H -9.362 -31.223 19.171 0.1 -0.5 0.3 0.09
H -7.986 -31.724 10.803 0.0 0.9 -1.1 0.11
H -7.016 -27.647 10.333 -0.4 0.0 0.4 0.08
O -2.733 -30.829 12.364 0.5 1.4 -1.8 -0.17
H -8.389 -27.855 21.006 -1.0 -0.3 0.1 0.05
H -4.446 -30.729 13.322 -1.2 0.0 0.2 0.10
C -3.276 -30.310 11.139 1.3 -2.2 0.2 -0.08
C -9.403 -28.699 15.307 -0.4 -3.2 -0.6 -0.10
C -9.928 -33.658 11.437 -2.2 -3.8 1.0 -0.09
H -6.724 -33.907 15.133 -0.3 -1.2 -0.3 0.07
C -7.863 -32.384 11.623 -0.7 -0.1 2.2 -0.18
O -9.011 -29.175 14.049 0.2 0.8 -1.7 -0.24
H -8.602 -27.310 10.638 0.0 0.3 -0.4 0.07
H -13.066 -26.635 17.674 -0.8 0.2 1.4 0.12
H -7.220 -27.924 19.216 0.0 0.2 -0.7 0.05
H -9.821 -27.641 12.744 0.8 -1.0 -0.1 0.14